This record from the Open Molecules 2025 dataset describes a structure of composition C33H44AlF4INO3S2 in a non-equilibrium geometry. The level of theory is the ωB97M-V functional and the def2-TZVPD basis.

ORCA input file:
```
! wB97M-V def2-TZVPD RIJCOSX def2/J DEFGRID3
* xyz -1 1
C 3.74 -4.51 2.48
C 2.55 -4.60 2.45
C 1.11 -4.69 2.43
C 0.54 -3.32 2.77
C 0.38 -2.93 4.10
C 0.79 -3.88 5.19
C -0.16 -1.67 4.34
S -0.35 -1.18 6.06
C -0.52 -0.80 3.31
C -1.16 0.52 3.67
C -0.32 1.72 3.26
O -0.90 2.93 3.74
C -0.31 -1.17 1.98
C 0.19 -2.45 1.76
S 0.38 -2.98 0.09
C 0.86 -1.46 -0.69
C 1.73 -1.51 -1.76
C 2.33 -2.79 -2.26
I 4.49 -2.63 -2.02
C 2.05 -3.11 -3.74
C 0.74 -2.51 -4.29
C 2.02 -0.32 -2.41
C 1.45 0.84 -1.97
C 0.60 0.91 -0.88
C 0.04 2.27 -0.52
C -0.33 3.09 -1.77
C 1.01 3.16 0.33
C 2.35 2.54 0.70
C 3.31 3.67 1.19
C 0.29 -0.28 -0.21
N -0.66 -0.30 0.89
C -2.04 -0.51 0.39
C -3.00 0.66 0.73
C -3.82 1.18 -0.47
C -4.04 2.71 -0.39
C -5.51 3.10 -0.54
O -5.66 4.40 -1.17
C -6.01 4.30 -2.49
C -4.84 4.25 -3.43
O -7.15 4.24 -2.84
H 4.74 -4.21 2.65
H 0.78 -5.42 3.16
H 0.77 -5.03 1.45
H -0.01 -4.61 5.34
H 0.99 -3.39 6.13
H 1.67 -4.45 4.91
H -1.54 -1.75 6.31
H -1.39 0.61 4.72
H -2.10 0.61 3.13
H 0.68 1.61 3.70
H -0.30 1.74 2.19
H -1.64 2.72 4.32
H 2.07 -3.65 -1.66
H 1.96 -4.19 -3.81
H 2.90 -2.86 -4.37
H 0.01 -2.27 -3.53
H 0.27 -3.26 -4.93
H 0.95 -1.67 -4.94
H 2.69 -0.36 -3.26
H 1.69 1.74 -2.52
H -0.89 2.14 0.03
H -0.89 3.98 -1.49
H 0.59 3.46 -2.22
H -0.85 2.49 -2.52
H 0.48 3.47 1.23
H 1.21 4.09 -0.21
H 2.82 2.07 -0.16
H 2.24 1.85 1.53
H 2.70 4.51 1.51
H 3.95 3.34 2.00
H 3.88 4.03 0.35
H -2.04 -0.63 -0.69
H -2.43 -1.41 0.85
H -2.45 1.47 1.20
H -3.70 0.30 1.48
H -4.80 0.71 -0.43
H -3.29 0.93 -1.39
H -3.45 3.20 -1.15
H -3.72 3.09 0.58
H -5.95 3.22 0.44
H -6.07 2.36 -1.10
H -5.16 4.44 -4.45
H -4.12 5.01 -3.15
H -4.38 3.27 -3.34
F 5.51 -3.21 -5.38
Al 6.99 -4.03 -5.18
F 6.77 -5.68 -5.53
F 7.52 -3.85 -3.58
F 8.15 -3.38 -6.24
*
```

Values from the calculation:
Kohn-Sham gap (eV): 7.901
LUMO (eV): 1.526
DFT total energy (Ha): -3300.62736